The following is a DFT calculation (the ωB97M-V functional and the def2-TZVPD basis) of a 3-piece molecular cluster, C9H24FN4O7PS overall.

strongest force on any atom	0.8	eV/A
orbital gap	9.97	eV
SMILES	C[C@@H](O)CON(P(N)O)S(=O)(=O)F.CN(C)C=O.CN(C)C=O

XYZ file:
```
47
Properties=species:S:1:pos:R:3:forces:R:3
C -2.23517 1.15562 2.14930 0.067 0.091 -0.018
C -2.32307 0.42194 0.81547 0.108 -0.126 0.129
O -1.60018 1.09044 -0.20880 -0.291 0.282 -0.068
C -1.77935 -0.99746 0.92064 -0.251 -0.050 -0.209
O -0.38718 -0.82016 1.15735 -0.021 -0.002 0.314
N 0.28230 -2.00020 1.53802 -0.150 -0.223 0.707
P 1.99388 -1.83950 1.01420 0.185 0.263 -0.524
N 1.62737 -1.54459 -0.60237 0.028 -0.426 0.054
O 2.32092 -0.35424 1.54852 0.146 -0.078 0.054
S -0.01522 -2.25981 3.18963 -0.153 0.122 -0.416
O -0.22014 -1.03095 3.87144 -0.039 -0.164 0.050
O -0.91524 -3.35030 3.33310 0.120 0.196 0.083
F 1.38748 -2.80294 3.61970 -0.040 -0.011 -0.062
H -1.27902 0.94910 2.63319 -0.114 -0.014 -0.045
H -2.30529 2.23287 1.97228 -0.127 -0.071 -0.020
H -3.04330 0.86961 2.82315 0.007 -0.080 -0.025
H -3.36758 0.35303 0.49826 0.045 0.050 -0.100
H -0.87094 1.56922 0.21289 0.118 -0.325 -0.035
H -1.94446 -1.53726 -0.01814 0.113 -0.014 0.026
H -2.26191 -1.55584 1.72818 0.069 0.057 0.068
H 1.78360 -2.35930 -1.18962 0.153 0.155 -0.151
H 0.72707 -1.11586 -0.78278 0.070 0.133 0.003
H 1.81563 0.37825 1.14803 -0.138 -0.041 0.208
C 0.94460 5.42257 2.10533 0.000 -0.024 0.019
N 0.70629 3.99842 2.22806 -0.025 -0.006 -0.051
C 0.22006 3.46005 3.49207 -0.032 -0.023 0.051
C 0.92464 3.15089 1.21986 0.119 0.244 0.105
O 0.72657 1.94370 1.29923 0.006 -0.003 -0.193
H 1.69396 5.75018 2.82743 0.006 0.002 -0.007
H 0.02481 5.98358 2.27745 -0.001 -0.001 -0.009
H 1.30592 5.64491 1.10327 0.002 0.006 -0.003
H 0.92245 2.72831 3.89002 0.012 -0.005 0.003
H -0.73875 2.96095 3.35316 0.099 0.092 0.041
H 0.10391 4.27780 4.19876 0.019 0.008 0.003
H 1.30098 3.63061 0.30378 -0.002 -0.016 0.007
C -0.86839 -2.27096 -5.15593 0.044 -0.022 -0.011
N 0.42130 -2.84176 -4.83179 0.067 -0.017 -0.073
C 1.15275 -3.58328 -5.84591 0.001 0.012 0.033
C 0.97648 -2.71051 -3.61428 -0.159 -0.038 0.077
O 2.05150 -3.17517 -3.28468 -0.011 -0.003 0.044
H -1.57502 -3.04927 -5.45060 -0.012 0.002 0.008
H -0.78192 -1.55248 -5.97337 -0.009 0.014 0.008
H -1.26520 -1.75554 -4.28315 -0.005 0.009 0.000
H 1.33196 -4.60708 -5.51738 -0.003 -0.005 -0.005
H 2.12042 -3.11939 -6.03718 0.000 0.001 -0.008
H 0.56918 -3.59446 -6.76334 0.001 -0.001 -0.004
H 0.34130 -2.14369 -2.91249 -0.023 0.051 -0.057
```
Positions in Å, forces in eV/Å.